Record 1
2 unconnected molecules or ions with the total composition C4H6NS. Source: OMol25; level of theory: the ωB97M-V functional and the def2-TZVPD basis.

ΔE to the lowest compared entry with this formula, charge and spin (kJ/mol): 674.0
Total charge: +1
E_LUMO (alpha / beta) (eV): -7.124 / -5.884
Frontier orbital gap (alpha / beta) (eV): 6.11 / 6.94

Positions of all 12 atoms, in Å:
C (-0.406, -1.860, 0.612)
C (-0.330, 1.461, -0.143)
C (0.065, -0.805, 0.281)
C (1.971, 0.591, 0.054)
N (0.450, 0.483, -0.043)
S (-4.013, -0.082, -0.049)
H (-0.922, -2.775, 0.708)
H (-0.015, 2.474, -0.578)
H (2.337, -0.207, -0.509)
H (2.164, 0.458, 1.136)
H (2.191, 1.402, -0.625)
H (-3.491, -1.141, -0.843)

Forces on atoms 1 to 3 (eV/Å):
0.4461 1.3214 -0.8628
0.5838 1.4429 -1.5513
-1.3688 -0.3514 0.3836

Atom charges from the natural (NBO) analysis, given in e for atoms 1 to 6:
1 C -0.034
2 C 0.477
3 C 0.050
4 C -0.392
5 N -0.385
6 S -0.086

=====

Record 2
2 unconnected molecules or ions with the total composition C4H6NS. Source: OMol25; level of theory: the ωB97M-V functional and the def2-TZVPD basis.

ΔE to the lowest compared entry with this formula, charge and spin (kJ/mol): 597.0
Total charge: +1
E_LUMO (eV): -5.601
Frontier orbital gap (eV): 7.48

Positions of all 12 atoms, in Å:
C (-3.547, -0.717, -0.059)
C (-1.888, 1.026, 0.161)
C (0.106, -0.121, 0.186)
C (2.858, -0.086, -0.005)
N (-2.740, 0.159, -0.020)
S (1.327, 0.870, 0.045)
H (-3.931, -1.054, -1.034)
H (-1.709, 1.934, 0.669)
H (-0.120, -1.222, 0.057)
H (2.775, -0.978, -0.503)
H (3.296, -0.327, 0.952)
H (3.573, 0.515, -0.448)

Forces on atoms 1 to 3 (eV/Å):
-1.8182 -2.1187 -0.9591
3.3312 -2.0433 -0.3857
-3.7827 0.6408 -0.7022

Atom charges from the natural (NBO) analysis, given in e for atoms 1 to 6:
1 C 0.161
2 C 0.138
3 C -0.386
4 C -0.783
5 N -0.369
6 S 0.721

=====

Record 3
A single C4H6O molecule. Source: OMol25; level of theory: the ωB97M-V functional and the def2-TZVPD basis.

SMILES: C=C[C@H]1CO1
ΔE to the lowest compared entry with this formula, charge and spin (kJ/mol): 335.0
E_LUMO (eV): 0.754
Frontier orbital gap (eV): 9.15

Positions of all 11 atoms, in Å:
C (-1.779, -0.088, -0.626)
C (-0.914, -0.696, 0.221)
C (0.132, 0.299, 0.540)
C (1.399, -0.393, 0.048)
O (0.889, 0.783, -0.565)
H (-2.843, -0.040, -0.386)
H (-1.452, 0.355, -1.570)
H (-1.263, -1.357, 1.019)
H (0.134, 0.862, 1.477)
H (2.302, -0.269, 0.653)
H (1.471, -1.241, -0.641)

Forces on atoms 1 to 3 (eV/Å):
-1.2087 -1.4479 -0.1489
-3.2898 3.3621 0.3203
4.2203 -4.0726 -1.3276

Atom charges from the natural (NBO) analysis, given in e for atoms 1 to 6:
1 C -0.334
2 C -0.247
3 C 0.024
4 C -0.118
5 O -0.487
6 H 0.189

=====

Record 4
A single C4H6O molecule. Source: OMol25; level of theory: the ωB97M-V functional and the def2-TZVPD basis.

ΔE to the lowest compared entry with this formula, charge and spin (kJ/mol): 338.0
E_LUMO (eV): 0.735
Frontier orbital gap (eV): 9.34

Positions of all 11 atoms, in Å:
C (-0.878, 0.916, -0.350)
C (-0.808, -0.424, 0.342)
C (2.035, -1.050, -0.603)
O (1.471, 0.123, -0.597)
C (0.387, 0.462, 0.285)
H (-1.425, 1.730, 0.117)
H (-0.904, 0.907, -1.436)
H (-1.304, -0.556, 1.299)
H (-0.803, -1.310, -0.288)
H (1.467, -1.673, 0.147)
H (0.760, 0.955, 1.177)

Forces on atoms 1 to 3 (eV/Å):
-0.0303 0.1565 -0.0939
-0.0512 -0.1757 0.0728
-0.3384 0.2383 0.1812

Atom charges from the natural (NBO) analysis, given in e for atoms 1 to 6:
1 C -0.431
2 C -0.449
3 C 0.133
4 O -0.466
5 C 0.052
6 H 0.223

=====

Record 5
2 unconnected molecules or ions with the total composition C4H6O. Source: OMol25; level of theory: the ωB97M-V functional and the def2-TZVPD basis.

SMILES: C1=CC1.C=O
ΔE to the lowest compared entry with this formula, charge and spin (kJ/mol): 284.8
E_LUMO (eV): 0.982
Frontier orbital gap (eV): 10.64

Positions of all 11 atoms, in Å:
C (-0.651, -0.031, 1.103)
C (-0.835, 0.960, 0.291)
C (-1.421, -0.350, -0.146)
H (-0.246, -0.419, 2.025)
H (-0.690, 1.998, 0.031)
H (-2.502, -0.500, -0.089)
H (-0.936, -0.910, -0.951)
C (1.819, -0.185, -0.561)
O (1.401, -0.599, -1.613)
H (2.029, -0.853, 0.297)
H (2.032, 0.888, -0.386)

Forces on atoms 1 to 3 (eV/Å):
0.0078 0.2402 -0.0395
0.0800 -0.0858 0.2153
-0.1881 -0.1976 -0.2139

Atom charges from the natural (NBO) analysis, given in e for atoms 1 to 6:
1 C -0.198
2 C -0.178
3 C -0.433
4 H 0.225
5 H 0.227
6 H 0.180

=====

Record 6
2 unconnected molecules or ions with the total composition C4H6O. Source: OMol25; level of theory: the ωB97M-V functional and the def2-TZVPD basis.

ΔE to the lowest compared entry with this formula, charge and spin (kJ/mol): 306.8
E_LUMO (eV): 0.634
Frontier orbital gap (eV): 9.85

Positions of all 11 atoms, in Å:
C (2.126, -0.653, 0.002)
C (0.750, -0.808, -0.279)
C (-1.238, -0.232, -0.180)
C (-1.333, 1.148, 0.176)
O (-1.952, -1.070, -0.572)
H (2.743, -1.468, -0.172)
H (2.478, 0.307, 0.463)
H (0.583, -1.817, -0.537)
H (-2.326, 1.244, 0.738)
H (-1.413, 1.939, -0.477)
H (-0.418, 1.408, 0.838)

Forces on atoms 1 to 3 (eV/Å):
-5.4328 3.2621 0.4950
1.3423 0.2794 1.2887
4.4627 -1.3347 -2.1287

Atom charges from the natural (NBO) analysis, given in e for atoms 1 to 6:
1 C -0.442
2 C -0.350
3 C 0.718
4 C -0.770
5 O -0.470
6 H 0.198

=====

Record 7
A molecular structure, C4H6O. Source: OMol25; level of theory: the ωB97M-V functional and the def2-TZVPD basis.

ΔE to the lowest compared entry with this formula, charge and spin (kJ/mol): 481.7
E_LUMO (eV): 0.787
Frontier orbital gap (eV): 10.21

Positions of all 11 atoms, in Å:
C (0.168, 0.619, 1.164)
C (0.674, -0.168, -0.029)
C (-0.257, -0.625, -0.926)
C (-1.061, -0.959, -1.863)
H (1.950, 1.428, 1.574)
H (-0.914, 0.981, 1.086)
H (0.139, -0.180, 2.315)
H (1.391, -0.676, -0.106)
H (-1.731, -1.779, -1.959)
H (-1.379, -0.480, -2.583)
O (1.019, 1.839, 1.327)

Forces on atoms 1 to 3 (eV/Å):
0.2288 -0.3337 2.7586
-14.5591 4.9644 -0.7144
2.4383 1.7680 2.2211

Atom charges from the natural (NBO) analysis, given in e for atoms 1 to 6:
1 C -0.069
2 C -0.309
3 C 0.173
4 C -0.499
5 H 0.462
6 H 0.213

=====

Record 8
A single C4H6O molecule. Source: OMol25; level of theory: the ωB97M-V functional and the def2-TZVPD basis.

SMILES: O=C1CCC1
ΔE to the lowest compared entry with this formula, charge and spin (kJ/mol): 5.1
E_LUMO (eV): 1.058
Frontier orbital gap (eV): 10.62

Positions of all 11 atoms, in Å:
O (1.788, -0.452, -1.467)
C (0.876, -0.216, -0.722)
C (-0.623, -0.524, -0.755)
C (-0.740, 0.140, 0.643)
C (0.765, 0.516, 0.618)
H (-1.137, -0.001, -1.568)
H (-0.871, -1.589, -0.818)
H (-1.004, -0.561, 1.438)
H (-1.420, 0.993, 0.690)
H (1.391, 0.108, 1.417)
H (0.975, 1.586, 0.525)

Forces on atoms 1 to 3 (eV/Å):
-0.4388 0.0872 0.3843
0.3421 -0.0606 -0.3102
-0.0622 -0.0746 -0.1302

Atom charges from the natural (NBO) analysis, given in e for atoms 1 to 6:
1 O -0.512
2 C 0.616
3 C -0.531
4 C -0.402
5 C -0.531
6 H 0.235